Formula: C6H10N2O2P2
Source: the Open Molecules 2025 dataset
Level of theory: ωB97M-V/def2-TZVPD

Atoms and positions in Å:
1 C 0.17 0.14 0.16
2 C -1.12 0.78 0.16
3 C 0.76 -2.14 -0.20
4 C 1.34 0.96 0.11
5 C -1.31 2.22 -0.14
6 C 1.18 -3.50 -0.31
7 N 0.25 -1.15 0.11
8 N -2.17 0.04 0.37
9 O 2.58 0.30 0.44
10 O 1.43 2.13 -0.17
11 P 4.00 1.12 0.30
12 P -3.82 0.20 0.16
13 H -2.41 2.54 -0.21
14 H -0.88 2.90 0.50
15 H -0.82 2.54 -1.19
16 H 0.33 -4.03 -0.94
17 H 2.15 -3.60 -0.80
18 H 1.34 -4.01 0.57
19 H 3.85 2.14 1.11
20 H 3.38 2.05 -0.66
21 H -4.28 0.89 1.31
22 H -4.14 -1.03 0.75

- Energy above the lowest of the compared OMol25 structures with the same formula, charge and spin: 53.2 kcal/mol
- Orbital gap: 7.62 eV
- HOMO level: -0.278 hartree
- Net charge: 0

Atomic partial charges in e from the Löwdin method, atoms 1 to 2: -0.19, -0.38